## a
{"formula": "C4H7NO", "method": "wB97M-V/def2-TZVPD", "homo_ev": -9.77, "smiles": "CC(=O)N1CC1", "total_charge": 0, "symbols": ["O", "N", "C", "C", "C", "C", "H", "H", "H", "H", "H", "H", "H"], "positions_angstrom": [[-1.29, 0.18, 1.83], [-0.22, 0.95, 0.00], [-0.85, -0.08, 0.73], [-0.96, -1.48, 0.16], [1.20, 1.14, 0.25], [0.69, 0.79, -1.11], [0.91, -0.20, -1.49], [-0.63, -2.16, 0.95], [-0.36, -1.65, -0.74], [-2.00, -1.71, -0.05], [1.71, 0.34, 0.78], [0.60, 1.56, -1.86], [1.52, 2.15, 0.50]]}

=====

## b
{"formula": "C4H7NO", "method": "wB97M-V/def2-TZVPD", "homo_ev": -9.00, "smiles": "C/C=N/CC=O", "total_charge": 0, "symbols": ["O", "N", "C", "C", "C", "C", "H", "H", "H", "H", "H", "H", "H"], "positions_angstrom": [[3.10, -0.09, -0.31], [0.06, 0.47, 0.50], [-0.54, -0.65, 0.53], [-2.02, -0.57, 0.61], [0.86, 0.51, -0.71], [2.25, 0.75, -0.24], [2.36, 1.71, 0.31], [-0.06, -1.58, 0.18], [-2.35, -1.04, -0.32], [0.33, 1.30, -1.26], [-2.48, -1.05, 1.46], [-2.25, 0.50, 0.54], [0.82, -0.41, -1.31]]}

=====

## c
{"formula": "C4H7NO", "method": "wB97M-V/def2-TZVPD", "homo_ev": -9.23, "total_charge": 0, "symbols": ["O", "N", "C", "C", "C", "C", "H", "H", "H", "H", "H", "H", "H"], "positions_angstrom": [[-1.37, -0.36, 1.48], [0.67, 0.00, -1.85], [0.05, 1.37, 0.08], [-0.56, -1.25, 1.05], [-0.89, 1.48, 0.88], [0.84, 0.37, -0.51], [1.51, -0.08, -2.41], [0.33, -0.65, 0.26], [0.16, -1.68, 1.77], [-0.92, -1.96, 0.28], [-0.10, 0.42, -2.33], [-1.60, 2.01, 1.47], [1.88, 0.31, -0.18]]}

=====

The winner here is a, beating the second structure by 1.164 eV.

=====

## a
{"formula": "C4H7NO", "method": "wB97M-V/def2-TZVPD", "homo_ev": -9.46, "smiles": "O[C@H]1CN2C[C@@H]12", "total_charge": 0, "symbols": ["O", "N", "C", "C", "C", "C", "H", "H", "H", "H", "H", "H", "H"], "positions_angstrom": [[0.50, -0.22, -2.14], [-0.47, -0.21, 1.26], [0.22, -0.64, -0.82], [-0.88, 0.11, -0.17], [0.82, -0.75, 0.81], [-0.42, 1.15, 0.78], [0.92, -1.80, 1.13], [0.56, 1.61, 0.67], [1.67, -0.19, 1.24], [-1.20, 1.78, 1.20], [0.09, -1.71, -0.94], [-1.88, 0.19, -0.59], [0.11, 0.65, -2.31]]}

=====

## b
{"formula": "C4H7NO", "method": "wB97M-V/def2-TZVPD", "homo_ev": -8.51, "total_charge": 0, "symbols": ["O", "N", "C", "C", "C", "C", "H", "H", "H", "H", "H", "H", "H"], "positions_angstrom": [[-4.09, 0.25, 0.69], [-2.15, -0.61, 1.62], [1.16, 0.39, 0.64], [1.26, 0.01, -1.72], [-3.17, -0.23, 1.17], [1.52, -0.62, -0.40], [1.34, 1.43, 0.43], [0.48, 0.73, -1.89], [0.11, 0.14, 0.67], [2.24, 0.58, -2.04], [1.23, -0.86, -2.57], [1.80, 0.24, 1.52], [-1.73, -1.46, 1.88]]}

=====

The winner here is a, beating the second structure by 1.065 eV.

=====

## a
{"formula": "C4H7NO", "method": "wB97M-V/def2-TZVPD", "homo_ev": -9.94, "total_charge": 0, "symbols": ["O", "N", "C", "C", "C", "C", "H", "H", "H", "H", "H", "H", "H"], "positions_angstrom": [[-1.29, -0.80, 1.39], [2.93, 0.12, 0.00], [-0.84, -1.27, 0.31], [0.51, 1.03, -0.28], [-0.34, 0.20, -0.99], [1.87, 0.57, -0.11], [0.34, 2.09, -0.15], [-1.55, -1.66, -0.43], [0.09, -0.53, -1.66], [-0.04, 0.99, 1.30], [-1.31, 0.61, -1.29], [0.16, -1.75, 0.30], [-0.55, 0.40, 1.62]]}

=====

## b
{"formula": "C4H7NO", "method": "wB97M-V/def2-TZVPD", "homo_ev": -11.21, "smiles": "CC(C)(O)C#N", "total_charge": 0, "symbols": ["O", "N", "C", "C", "C", "C", "H", "H", "H", "H", "H", "H", "H"], "positions_angstrom": [[0.80, 1.36, 0.52], [1.92, -1.53, -0.95], [0.20, 0.15, 0.11], [1.23, -0.82, -0.37], [-0.50, -0.37, 1.37], [-0.67, 0.27, -1.17], [-1.21, 0.37, 1.73], [-0.02, 0.63, -1.98], [-1.01, -1.32, 1.20], [1.55, 1.57, -0.06], [-1.01, -0.73, -1.46], [0.25, -0.51, 2.16], [-1.53, 0.94, -1.10]]}

=====

The winner here is b, beating the second structure by 4.137 eV.

=====

## a
{"formula": "C4H7NO", "method": "wB97M-V/def2-TZVPD", "homo_ev": -9.82, "smiles": "C=NCCC=O", "total_charge": 0, "symbols": ["O", "N", "C", "C", "C", "C", "H", "H", "H", "H", "H", "H", "H"], "positions_angstrom": [[1.18, 2.31, 0.81], [-0.62, -0.15, -1.19], [1.30, -0.04, 0.29], [0.21, -0.94, -0.30], [-1.83, 0.01, -0.86], [0.71, 1.20, 0.93], [-2.29, -0.45, 0.03], [-2.48, 0.64, -1.48], [1.84, -0.59, 1.07], [-0.38, -1.41, 0.51], [2.02, 0.27, -0.47], [-0.20, 1.02, 1.54], [0.67, -1.74, -0.88]]}

=====

## b
{"formula": "C4H7NO", "method": "wB97M-V/def2-TZVPD", "homo_ev": -9.13, "smiles": "[H]/N=C/C[C@H]1CO1", "total_charge": 0, "symbols": ["O", "N", "C", "C", "C", "C", "H", "H", "H", "H", "H", "H", "H"], "positions_angstrom": [[1.29, -0.79, 0.66], [-1.08, 0.61, 1.20], [-1.46, -0.24, 0.32], [0.89, -0.34, -0.63], [-0.65, -0.19, -0.91], [1.70, 0.50, 0.24], [-1.48, 0.39, 2.10], [1.43, -0.91, -1.41], [1.18, 1.31, 0.73], [2.77, 0.62, 0.04], [-2.31, -0.92, 0.36], [-1.52, 0.68, -0.89], [-0.88, -0.63, -1.87]]}

=====

## c
{"formula": "C4H7NO", "method": "wB97M-V/def2-TZVPD", "homo_ev": -10.87, "smiles": "N#CC1CC1.O", "total_charge": 0, "symbols": ["O", "N", "C", "C", "C", "C", "H", "H", "H", "H", "H", "H", "H"], "positions_angstrom": [[-2.42, -0.36, 0.08], [2.46, -1.40, 1.38], [0.67, 1.23, -0.31], [0.45, 0.08, 0.63], [0.22, -0.05, -0.90], [1.58, -0.71, 1.08], [-0.13, 1.97, -0.23], [-1.59, -0.69, 0.44], [1.66, 1.62, -0.48], [-2.78, -1.12, -0.38], [-0.30, 0.23, 1.40], [-0.76, -0.07, -1.36], [0.94, -0.72, -1.35]]}

=====

## d
{"formula": "C4H7NO", "method": "wB97M-V/def2-TZVPD", "homo_ev": -8.63, "smiles": "CC=C=O.C=N", "total_charge": 0, "symbols": ["O", "N", "C", "C", "C", "C", "H", "H", "H", "H", "H", "H", "H"], "positions_angstrom": [[0.31, 1.69, -1.30], [1.97, -1.03, -0.62], [-0.92, 0.06, 0.12], [-2.42, 0.15, 0.26], [-0.25, 0.90, -0.64], [2.59, -0.16, 0.07], [2.78, 0.81, -0.38], [2.92, -0.30, 1.10], [-2.88, -0.84, 0.09], [-2.72, 0.50, 1.25], [1.84, -1.89, -0.07], [-2.85, 0.83, -0.48], [-0.35, -0.71, 0.62]]}

=====

The winner here is a, beating the second structure by 0.301 eV.

=====

## a
{"formula": "C4H7NO", "method": "wB97M-V/def2-TZVPD", "homo_ev": -8.51, "total_charge": 0, "symbols": ["O", "N", "C", "C", "C", "C", "H", "H", "H", "H", "H", "H", "H"], "positions_angstrom": [[-1.58, -1.37, 0.76], [0.67, 0.70, -0.72], [0.04, -0.62, -0.82], [-0.24, 1.48, 0.15], [1.27, -0.42, -0.01], [-1.38, -0.63, -0.30], [1.23, -0.42, 1.08], [0.12, -1.14, -1.78], [2.22, -0.77, -0.43], [-0.52, 2.42, -0.32], [-0.78, -1.82, 1.08], [0.19, 1.65, 1.14], [-1.25, 0.94, 0.18]]}

=====

## b
{"formula": "C4H7NO", "method": "wB97M-V/def2-TZVPD", "homo_ev": -9.69, "smiles": "O=CNC1CC1", "total_charge": 0, "symbols": ["O", "N", "C", "C", "C", "C", "H", "H", "H", "H", "H", "H", "H"], "positions_angstrom": [[2.81, -1.50, -0.23], [1.10, -0.13, 0.36], [-1.24, 0.06, -0.61], [1.77, -0.94, -0.50], [-0.04, 0.68, 0.05], [-1.30, 0.46, 0.84], [0.19, 1.71, -0.22], [-1.77, 0.66, -1.34], [1.57, 0.04, 1.24], [-1.89, 1.33, 1.11], [-1.28, -0.33, 1.58], [-1.19, -1.00, -0.83], [1.26, -1.05, -1.47]]}

=====

## c
{"formula": "C4H7NO", "method": "wB97M-V/def2-TZVPD", "homo_ev": -8.59, "total_charge": 0, "symbols": ["O", "N", "C", "C", "C", "C", "H", "H", "H", "H", "H", "H", "H"], "positions_angstrom": [[1.26, -0.39, 1.50], [-0.81, 0.45, -0.97], [0.41, -0.17, 0.43], [-0.83, 0.71, 0.53], [-0.32, -1.36, -0.24], [0.69, 0.55, -0.89], [1.88, -1.09, 1.24], [-1.71, 0.31, 1.05], [-0.71, 1.78, 0.72], [-1.17, -1.64, 0.41], [1.21, 0.00, -1.67], [-0.87, -0.70, -1.26], [0.99, 1.60, -0.84]]}

=====

## d
{"formula": "C4H7NO", "method": "wB97M-V/def2-TZVPD", "homo_ev": -9.78, "smiles": "C[C@@H]1N[C@@H]1C=O", "total_charge": 0, "symbols": ["O", "N", "C", "C", "C", "C", "H", "H", "H", "H", "H", "H", "H"], "positions_angstrom": [[-1.42, -1.01, -2.41], [0.71, -1.10, 0.28], [0.58, 1.39, 0.49], [0.05, 0.13, 0.83], [-0.70, -0.75, -0.12], [-0.69, -0.55, -1.53], [1.00, -1.84, 0.91], [0.27, 0.21, -1.67], [1.35, 1.70, 1.24], [1.00, 1.13, -0.42], [-0.48, -0.21, 1.73], [-1.54, -1.28, 0.31], [-0.12, 2.17, 0.36]]}

=====

The winner here is b, beating the second structure by 2.204 eV.

=====

## a
{"formula": "C4H7NO", "method": "wB97M-V/def2-TZVPD", "homo_ev": -9.08, "smiles": "C=NCC(C)=O", "total_charge": 0, "symbols": ["O", "N", "C", "C", "C", "C", "H", "H", "H", "H", "H", "H", "H"], "positions_angstrom": [[1.30, -0.55, 0.11], [-0.22, 0.79, 1.72], [0.20, -0.37, -0.36], [-0.26, -1.21, -1.51], [0.96, 1.20, 1.48], [-0.82, 0.42, 0.48], [0.57, -1.37, -2.20], [-1.11, -0.78, -2.03], [-1.21, 1.28, -0.07], [1.66, 1.33, 2.30], [-1.64, -0.25, 0.70], [-0.53, -2.18, -1.08], [1.09, 1.69, 0.47]]}

=====

## b
{"formula": "C4H7NO", "method": "wB97M-V/def2-TZVPD", "homo_ev": -9.63, "total_charge": 0, "symbols": ["O", "N", "C", "C", "C", "C", "H", "H", "H", "H", "H", "H", "H"], "positions_angstrom": [[1.27, -0.46, 1.47], [-0.89, 0.43, -0.84], [0.40, -0.14, 0.44], [-0.60, -0.99, -0.39], [0.63, 0.61, -0.87], [-0.80, 0.79, 0.63], [-0.63, 1.85, 0.81], [1.91, -1.12, 1.17], [-1.37, -1.50, 0.19], [1.13, 0.07, -1.68], [0.95, 1.66, -0.83], [-1.66, 0.41, 1.19], [-0.30, -1.56, -1.28]]}

=====

The winner here is a, beating the second structure by 1.187 eV.